--- i ---
9
Properties=species:S:1:pos:R:3:mulliken_charge:R:1 method="wB97M-V/def2-TZVPD" e_lumo_ev=-0.79 homo_lumo_gap_ev=8.829 molar_mass_g_mol=105.12 smiles="ON=C=S.C=O"
C 3.5638 -0.1836 -0.7165 0.39
C 1.1715 0.6796 1.3162 -0.17
N 3.1476 0.8956 -1.2975 -0.28
O 0.7353 0.0642 2.2732 -0.36
O 2.7997 2.1973 -0.9974 -0.17
S 3.6536 -1.7735 -0.2673 -0.17
H 1.2325 1.7833 1.3858 0.18
H 2.3032 2.0239 -0.3361 0.28
H 0.8574 0.3082 0.2817 0.31

***

--- ii ---
9
Properties=species:S:1:pos:R:3:mulliken_charge:R:1 method="wB97M-V/def2-TZVPD" e_lumo_ev="-0.38 / -0.38" homo_lumo_gap_ev="9.242 / 9.243" molar_mass_g_mol=105.12
C -1.2360 0.9042 -0.1241 0.63
C -0.0198 0.2505 0.2607 -0.77
N -2.7799 -0.2084 -0.5997 -0.37
O -1.4883 2.0451 -0.3097 -0.40
O -4.8384 -1.0396 0.1730 -0.44
S -4.0422 0.1522 0.1963 0.50
H -0.2791 -0.8543 0.5248 0.27
H 0.4740 0.8019 1.1817 0.29
H 0.6935 0.4916 -0.4541 0.29

***

--- iii ---
9
Properties=species:S:1:pos:R:3:mulliken_charge:R:1 method="wB97M-V/def2-TZVPD" e_lumo_ev=0.34 homo_lumo_gap_ev=9.998 molar_mass_g_mol=105.12
C -1.1355 0.7604 0.3798 0.17
C 0.8766 -0.0065 2.6084 0.02
N -0.1407 -0.1717 0.3250 -0.13
O -1.9004 0.7564 1.3163 -0.56
O 0.9364 -0.0209 -0.4768 -0.41
S -0.0937 0.5297 3.6181 -0.05
H -0.9538 1.4489 -0.4940 0.30
H -0.1603 -1.0906 0.7888 0.32
H 0.6805 -0.3650 -1.4259 0.34

***

--- iv ---
9
Properties=species:S:1:pos:R:3:mulliken_charge:R:1 method="wB97M-V/def2-TZVPD" e_lumo_ev="-2.10 / -1.28" homo_lumo_gap_ev="7.194 / 7.620" molar_mass_g_mol=105.12
C -1.2616 -0.6076 -0.1187 0.33
C 1.5652 -0.0946 -0.0744 -1.05
N -1.3185 0.7269 0.0366 0.76
O -1.1218 1.5754 -0.8165 -0.51
O -1.3775 0.8212 1.3221 -0.46
S -1.7152 -2.1136 -0.0412 -0.17
H 1.7101 -0.0067 0.9178 0.37
H 1.8323 -1.0142 -0.5403 0.37
H 1.6870 0.7132 -0.6854 0.35

***

The most stable of them is ii.

***

--- i ---
9
Properties=species:S:1:pos:R:3:mulliken_charge:R:1 method="wB97M-V/def2-TZVPD" e_lumo_ev=0.50 homo_lumo_gap_ev=10.311 molar_mass_g_mol=105.12
C -1.0959 0.5395 0.4068 -0.08
C 2.2931 0.1949 -0.2209 0.71
N -1.3402 0.8299 -0.7778 -0.48
O 2.1062 1.1343 0.3648 -0.32
O 2.3915 -0.7897 -0.8080 -0.37
S -0.7706 -1.1088 1.0862 -0.23
H -0.8679 1.3940 1.0873 0.36
H -1.5461 -0.0952 -1.2918 0.25
H -1.1702 -2.0991 0.1533 0.15

***

--- ii ---
9
Properties=species:S:1:pos:R:3:mulliken_charge:R:1 method="wB97M-V/def2-TZVPD" e_lumo_ev=0.41 homo_lumo_gap_ev=9.483 molar_mass_g_mol=105.12 smiles="S=C1NOCO1"
C -1.1332 -0.0575 -0.0357 0.30
C 1.0632 -0.5939 0.0228 0.04
H -0.5701 1.9368 0.0112 0.30
H 1.3610 -0.5194 1.0690 0.25
H 1.6893 -1.2596 -0.5532 0.26
N -0.2499 1.0043 0.2608 -0.27
O 0.9309 0.6682 -0.5233 -0.29
O -0.2955 -1.1264 -0.0950 -0.32
S -2.7957 -0.0525 -0.1564 -0.28

***

--- iii ---
9
Properties=species:S:1:pos:R:3:mulliken_charge:R:1 method="wB97M-V/def2-TZVPD" e_lumo_ev=-2.04 homo_lumo_gap_ev=7.846 molar_mass_g_mol=105.12
C -0.5581 0.7494 -0.1977 -0.04
C 0.2696 -1.5612 1.0977 0.09
H 1.5516 1.5517 -1.1428 0.31
H -1.1526 0.7715 0.7535 0.40
H 0.3477 -3.0942 0.9375 0.27
N -0.9584 1.5798 -1.1636 -0.21
O 0.1597 1.5514 -2.1517 -0.42
O -0.3224 -1.0330 2.1154 -0.43
S 0.6630 -0.5154 -0.2481 0.03

***

--- iv ---
9
Properties=species:S:1:pos:R:3:mulliken_charge:R:1 method="wB97M-V/def2-TZVPD" e_lumo_ev=0.56 homo_lumo_gap_ev=10.382 molar_mass_g_mol=105.12 smiles="O=C1NOCS1"
C 0.2141 -0.4217 1.2077 0.46
C -0.0192 0.9286 -0.8763 -0.18
H -0.3587 -2.0606 0.1084 0.29
H -1.0164 1.3507 -0.8016 0.25
H 0.5118 1.4020 -1.7185 0.29
N -0.4700 -1.0559 0.1512 -0.25
O 0.3382 -0.8920 2.2953 -0.50
O -0.0169 -0.4613 -1.0452 -0.24
S 0.8171 1.2102 0.6790 -0.13

***

The most stable of them is i.

***

--- i ---
24
Properties=species:S:1:pos:R:3:mulliken_charge:R:1 method="wB97M-V/def2-TZVPD" e_lumo_ev=3.16 total_charge=-1 homo_lumo_gap_ev=8.326 molar_mass_g_mol=211.22 smiles="C[N+](C)(C)[C@@](N)(C(=O)[O-])S(=O)(=O)[O-]"
C 1.9456 -0.7566 -0.1870 0.42
C 0.7268 1.8569 -0.2755 -1.10
C -0.0462 0.4294 1.7425 -0.94
C -1.7010 0.9800 0.0473 -0.98
C 0.4078 -0.6165 -0.4656 0.29
N 0.0856 -0.5256 -1.8582 -0.53
N -0.1977 0.7025 0.2858 0.22
O 2.4598 -0.2953 0.8951 -0.78
O -2.0051 -1.6633 -0.1047 -0.66
O 2.5123 -1.2801 -1.1035 -0.69
O -0.2737 -3.1304 -0.9282 -0.66
O -0.3114 -2.4321 1.4474 -0.68
S -0.6357 -2.1397 0.0536 1.22
H 0.5755 1.7059 -1.4314 0.35
H 0.5111 2.8204 0.1094 0.40
H 1.6605 1.7061 0.1753 0.43
H -0.9678 -0.1951 1.9867 0.42
H 0.9590 -0.0850 1.9007 0.30
H 0.0419 1.3969 2.2434 0.36
H -1.7973 2.1440 0.2487 0.27
H -1.9206 0.8527 -0.9744 0.35
H -2.2860 0.3738 0.7332 0.44
H -0.6301 -1.2139 -2.0877 0.33
H 0.8868 -0.6350 -2.4529 0.23

***

--- ii ---
24
Properties=species:S:1:pos:R:3:mulliken_charge:R:1 method="wB97M-V/def2-TZVPD" e_lumo_ev="1.67 / 1.67" total_charge=-1 homo_lumo_gap_ev="5.509 / 5.510" molar_mass_g_mol=211.22
C 1.1493 2.7990 -0.2635 0.47
C -0.1497 0.6153 1.7004 -1.12
C -1.6682 0.9856 -0.1450 -0.90
C 0.8809 1.1385 -0.3944 -0.64
C 0.3051 -2.1184 0.3063 -0.42
N 1.4096 -1.5763 -0.1955 -0.20
N -0.3491 0.7551 0.3102 0.74
O 2.3692 3.0003 -0.2000 -0.74
O -0.6325 -3.9208 -1.4062 -0.67
O 0.2117 3.5587 -0.3147 -0.64
O -2.1838 -2.2696 -0.5372 -0.58
O -0.3822 -1.5194 -2.0777 -0.65
S -0.8993 -2.4677 -1.0916 1.17
H -0.7791 -0.3601 1.9121 0.29
H 0.9164 0.5265 1.9032 0.31
H -0.4761 1.4783 2.2518 0.34
H -2.0302 2.0417 -0.0469 0.21
H -1.6368 0.7027 -1.2056 0.31
H -2.4689 0.2901 0.3817 0.23
H 1.8098 0.6865 0.0677 0.11
H 0.7958 0.7305 -1.4389 0.20
H 0.2543 -2.4800 1.2425 0.64
H 1.3508 -1.2714 -1.1048 0.24
H 2.2031 -1.3252 0.3462 0.31

***

The most stable of them is i.

***

--- i ---
11
Properties=species:S:1:pos:R:3:mulliken_charge:R:1 method="wB97M-V/def2-TZVPD" e_lumo_ev=0.74 homo_lumo_gap_ev=9.710 molar_mass_g_mol=104.06 smiles="NC(=O)[C@@H]1NOO1"
C -0.3200 -0.6736 0.2562 0.44
C 1.0792 -0.0612 -0.3487 0.13
N 2.2588 -0.8459 -0.4870 -0.28
N -1.1106 0.3095 0.6623 -0.33
O -0.5159 -1.8747 0.2144 -0.60
O 1.7168 0.8497 0.4944 -0.22
O 2.9010 0.1429 0.4479 -0.15
H 0.6422 0.4737 -1.2000 0.23
H 2.2113 -1.7190 -0.0867 0.32
H -0.5730 1.1835 0.6593 0.22
H -1.9301 0.1450 1.1312 0.24

***

--- ii ---
11
Properties=species:S:1:pos:R:3:mulliken_charge:R:1 method="wB97M-V/def2-TZVPD" e_lumo_ev=0.59 homo_lumo_gap_ev=9.881 molar_mass_g_mol=104.06
C 1.2698 0.2835 -0.0887 -0.26
C -1.6291 0.0365 -0.3095 0.65
N -2.4516 0.6647 0.4096 -0.37
N 2.0198 -0.8085 0.1642 -0.25
O 1.7263 1.4421 0.3949 -0.40
O -2.5801 -0.8653 -0.8300 -0.23
O -3.4964 -0.1089 -0.1301 -0.04
H -0.4927 -0.0174 -0.3980 0.08
H 0.9979 2.0609 0.1635 0.39
H 1.6710 -1.7349 0.0868 0.21
H 2.9651 -0.9526 0.5373 0.23

***

--- iii ---
11
Properties=species:S:1:pos:R:3:mulliken_charge:R:1 method="wB97M-V/def2-TZVPD" e_lumo_ev=-1.45 homo_lumo_gap_ev=9.351 molar_mass_g_mol=104.06
C -1.6877 -0.0997 -0.0685 -1.15
C 0.9239 -0.1429 0.1069 -0.03
N 1.1822 -1.1977 0.5523 0.65
N 1.5105 1.1014 -0.3174 0.88
O 1.1259 -2.3396 0.8806 -0.58
O 2.7294 0.9702 -0.5662 -0.48
O 0.8470 2.0904 -0.3988 -0.47
H -2.5818 -0.3158 -0.4269 0.39
H -1.0424 -0.8331 -0.4188 0.25
H -1.3214 0.9051 -0.3804 0.26
H -1.6855 -0.1382 1.0373 0.29

***

The most stable of them is i.

***

--- i ---
11
Properties=species:S:1:pos:R:3:mulliken_charge:R:1 method="wB97M-V/def2-TZVPD" e_lumo_ev=-0.17 homo_lumo_gap_ev=9.826 molar_mass_g_mol=104.06 smiles="NC(=O)C(=O)NO"
C 0.4183 0.5052 -0.6805 0.47
C -0.6894 -0.3924 0.0928 0.56
H 0.4334 -0.9535 -2.1896 0.24
H 1.1204 0.4542 -2.4916 0.25
H -1.2827 -1.0111 1.8460 0.34
H 0.3400 1.1750 2.0806 0.42
N 0.8045 -0.0943 -1.8418 -0.33
N -0.9806 -0.0268 1.3111 -0.37
O 0.7551 1.6347 -0.0866 -0.63
O -1.1518 -1.3372 -0.4125 -0.52
O 0.2328 0.0462 2.3721 -0.43

***

--- ii ---
11
Properties=species:S:1:pos:R:3:mulliken_charge:R:1 method="wB97M-V/def2-TZVPD" e_lumo_ev=-0.78 homo_lumo_gap_ev=8.478 molar_mass_g_mol=104.06
C -0.6073 -0.3926 -1.0816 -0.47
N -0.4929 -0.8486 0.3447 -0.50
C 0.6914 -0.5359 -0.4121 0.86
O 1.0266 1.2902 0.4218 -0.61
N -0.2792 1.1940 1.5681 0.41
O -1.2298 1.6567 1.1417 -0.13
O 1.8111 -0.9784 -0.4724 -0.59
H 1.8364 0.9137 0.8140 0.34
H -0.7996 -1.7389 0.7132 0.22
H -0.8857 -1.1392 -1.8164 0.28
H -1.0710 0.5790 -1.2209 0.19

***

The most stable of them is i.

***

--- i ---
11
Properties=species:S:1:pos:R:3:mulliken_charge:R:1 method="wB97M-V/def2-TZVPD" e_lumo_ev=0.74 homo_lumo_gap_ev=11.303 molar_mass_g_mol=104.06 smiles="NC(=O)OC(N)=O"
C 1.3551 0.1703 0.3053 0.57
C -1.1382 0.0809 -0.0952 0.60
N 1.9546 -0.0123 -0.8801 -0.41
N -2.2050 -0.2209 0.6336 -0.37
O 1.7633 0.7983 1.1786 -0.45
O -1.0573 0.7994 -1.0339 -0.53
O 0.0187 -0.5286 0.4468 -0.39
H 2.9620 -0.1172 -0.7247 0.27
H 1.6327 -0.6069 -1.6977 0.26
H -3.1163 0.1603 0.3312 0.25
H -2.1697 -0.5232 1.5361 0.22

***

--- ii ---
11
Properties=species:S:1:pos:R:3:mulliken_charge:R:1 method="wB97M-V/def2-TZVPD" e_lumo_ev=0.58 homo_lumo_gap_ev=10.795 molar_mass_g_mol=104.06 smiles="N=C=NC(=O)O.O"
N -0.2923 -0.4802 0.1593 -0.38
C -1.5813 0.0809 0.0694 0.55
C 0.4309 0.3151 -0.4362 0.55
O 2.2682 -1.4322 0.2619 -0.68
O -1.8183 0.8220 1.1489 -0.44
N 0.8830 1.3347 -0.8579 -0.40
O -2.2956 -0.0142 -0.8803 -0.50
H 2.0363 -1.2968 1.1806 0.33
H -2.6967 1.2303 1.1024 0.35
H 1.6697 -2.1087 -0.0646 0.34
H 1.3960 1.5491 -1.6835 0.28

***

The most stable of them is i.